# C27H67NO7

7 unconnected molecules or ions with the total composition C27H67NO7 at a distorted geometry (the ωB97M-V functional and the def2-TZVPD basis, the Open Molecules 2025 dataset).

Computed properties:
* lowest unoccupied orbital energy: 0.19 eV
* spin multiplicity: 1
* energy relative to the best compared isomer or geometry (same formula, charge and spin): 0.00 kJ/mol
* F_max: 2.25 eV Å⁻¹
* Kohn-Sham gap: 9.71 eV

Each atom is followed by the atoms it is bonded to, with distances in Å.
CARTESIAN COORDINATES (ANGSTROEM)
1 C 3.69 3.47 0.73  C2 1.516, H12 1.090, H13 1.103, H14 1.089
2 C 2.93 2.20 0.38  C1 1.516, C3 1.535, C4 1.524, N10 1.447
3 C 1.98 2.58 -0.76  C2 1.535, H15 1.120, H16 1.078, H17 1.080
4 C 3.95 1.26 -0.25  C2 1.524, C5 1.505, H18 1.099, H19 1.075
5 C 4.75 0.51 0.78  C4 1.505, C6 1.479, H20 1.099, H21 1.109
6 C 3.92 -0.16 1.80  C5 1.479, C7 1.528, H22 1.094, H23 1.098
7 C 2.90 0.78 2.43  C6 1.528, C8 1.504, C9 1.556, N10 1.450
8 C 1.91 -0.16 3.07  C7 1.504, H24 1.115, H25 1.101, H26 1.088
9 C 3.60 1.60 3.55  C7 1.556, H27 1.096, H28 1.083, H29 1.113
10 N 2.18 1.48 1.39  C2 1.447, C7 1.450, O11 1.426
11 O 1.22 2.36 1.96  N10 1.426, H30 0.976
12 H 3.08 4.21 1.25  C1 1.090
13 H 4.66 3.26 1.20  C1 1.103
14 H 4.00 3.93 -0.21  C1 1.089
15 H 2.54 3.12 -1.56  C3 1.120
16 H 1.48 1.79 -1.30  C3 1.078
17 H 1.20 3.26 -0.43  C3 1.080
18 H 3.41 0.47 -0.79  C4 1.099
19 H 4.62 1.77 -0.91  C4 1.075
20 H 5.52 -0.15 0.34  C5 1.099
21 H 5.32 1.26 1.36  C5 1.109
22 H 4.59 -0.58 2.56  C6 1.094
23 H 3.37 -1.03 1.40  C6 1.098
24 H 1.28 -0.75 2.37  C8 1.115
25 H 1.21 0.36 3.74  C8 1.101
26 H 2.47 -0.84 3.72  C8 1.088
27 H 2.80 2.19 4.02  C9 1.096
28 H 4.31 2.35 3.23  C9 1.083
29 H 4.14 0.90 4.23  C9 1.113
30 H 1.63 3.09 2.45  O11 0.976
31 C -2.46 4.66 0.16  C32 1.526, H35 1.098, H36 1.112, H37 1.104
32 C -2.18 3.29 -0.44  C31 1.526, C33 1.520, O34 1.439, H38 1.126
33 C -3.43 2.43 -0.47  C32 1.520, H39 1.094, H40 1.088, H41 1.097
34 O -1.62 3.37 -1.76  C32 1.439, H42 0.977
35 H -1.49 5.16 0.32  C31 1.098
36 H -2.87 4.47 1.18  C31 1.112
37 H -3.24 5.26 -0.33  C31 1.104
38 H -1.35 2.82 0.18  C32 1.126
39 H -3.94 2.55 0.49  C33 1.094
40 H -3.18 1.40 -0.70  C33 1.088
41 H -4.07 2.86 -1.26  C33 1.097
42 H -0.79 3.89 -1.71  O34 0.977
43 C 0.04 -6.17 0.69  C44 1.555, H47 1.077, H48 1.096, H49 1.107
44 C -1.14 -5.35 0.11  C43 1.555, C45 1.508, O46 1.415, H50 1.108
45 C -1.61 -4.27 1.06  C44 1.508, H51 1.098, H52 1.102, H53 1.097
46 O -0.84 -4.75 -1.14  C44 1.415, H54 0.996
47 H 0.81 -5.55 1.11  C43 1.077
48 H 0.46 -6.63 -0.22  C43 1.096
49 H -0.23 -6.94 1.44  C43 1.107
50 H -1.95 -6.07 -0.08  C44 1.108
51 H -0.77 -3.65 1.39  C45 1.098
52 H -2.10 -4.64 1.98  C45 1.102
53 H -2.30 -3.63 0.50  C45 1.097
54 H -0.27 -3.95 -0.96  O46 0.996
55 C -0.80 3.57 -5.25  C56 1.492, H59 1.087, H60 1.106, H61 1.072
56 C -1.97 2.70 -4.93  C55 1.492, C57 1.523, O58 1.429, H62 1.123
57 C -1.49 1.35 -4.41  C56 1.523, H63 1.107, H64 1.088, H65 1.099
58 O -2.94 3.39 -4.13  C56 1.429, H66 0.985
59 H -0.08 3.09 -5.90  C55 1.087
60 H -0.24 3.74 -4.31  C55 1.106
61 H -1.16 4.51 -5.62  C55 1.072
62 H -2.49 2.42 -5.88  C56 1.123
63 H -1.04 0.77 -5.24  C57 1.107
64 H -2.29 0.72 -4.02  C57 1.088
65 H -0.74 1.38 -3.61  C57 1.099
66 H -2.55 3.76 -3.30  O58 0.985
67 C -1.31 -0.96 -1.17  C68 1.551, H71 1.073, H72 1.077, H73 1.098
68 C -0.49 0.01 -0.28  C67 1.551, C69 1.549, O70 1.406, H74 1.102
69 C -1.08 0.14 1.15  C68 1.549, H75 1.091, H76 1.104, H77 1.082
70 O 0.85 -0.42 -0.28  C68 1.406, H78 0.990
71 H -0.84 -1.36 -2.05  C67 1.073
72 H -2.21 -0.49 -1.52  C67 1.077
73 H -1.67 -1.85 -0.62  C67 1.098
74 H -0.49 1.03 -0.70  C68 1.102
75 H -1.19 -0.81 1.68  C69 1.091
76 H -2.12 0.50 1.07  C69 1.104
77 H -0.50 0.85 1.72  C69 1.082
78 H 1.36 0.23 0.26  O70 0.990
79 C 3.15 -4.71 -1.49  C80 1.515, H83 1.081, H84 1.086, H85 1.101
80 C 2.66 -3.28 -1.46  C79 1.515, C81 1.575, O82 1.402, H86 1.103
81 C 2.10 -2.83 -2.86  C80 1.575, H87 1.089, H88 1.088, H89 1.083
82 O 1.68 -3.08 -0.47  C80 1.402, H90 0.979
83 H 3.97 -4.79 -2.19  C79 1.081
84 H 2.35 -5.42 -1.66  C79 1.086
85 H 3.55 -4.94 -0.49  C79 1.101
86 H 3.54 -2.70 -1.12  C80 1.103
87 H 1.87 -1.76 -2.88  C81 1.089
88 H 1.23 -3.42 -3.12  C81 1.088
89 H 2.79 -2.99 -3.68  C81 1.083
90 H 1.56 -2.12 -0.32  O82 0.979
91 C -3.87 -2.00 2.81  C92 1.517, H95 1.105, H96 1.074, H97 1.085
92 C -5.00 -1.11 3.29  C91 1.517, C93 1.516, O94 1.449, H98 1.097
93 C -4.86 0.36 2.93  C92 1.516, H99 1.107, H100 1.113, H101 1.099
94 O -6.21 -1.68 2.74  C92 1.449, H102 0.969
95 H -3.88 -2.17 1.72  C91 1.105
96 H -3.85 -2.98 3.24  C91 1.074
97 H -2.88 -1.58 3.01  C91 1.085
98 H -5.07 -1.18 4.38  C92 1.097
99 H -4.06 0.83 3.54  C93 1.107
100 H -5.78 0.95 3.15  C93 1.113
101 H -4.66 0.51 1.86  C93 1.099
102 H -6.97 -1.22 3.13  O94 0.969

These are the Mulliken partial charges, in e, on atoms 1 to 99: number 1, C, carries -1.610; number 2, C, carries 1.876; number 3, C, carries -2.246; number 4, C, carries -1.067; number 5, C, carries -0.804; number 6, C, carries -1.188; number 7, C, carries 1.551; number 8, C, carries -1.672; number 9, C, carries -1.576; number 10, N, carries 1.578; number 11, O, carries -0.784; number 12, H, carries 0.312; number 13, H, carries 0.352; number 14, H, carries 0.512; number 15, H, carries 0.548; number 16, H, carries 0.191; number 17, H, carries 0.417; number 18, H, carries 0.007; number 19, H, carries 0.607; number 20, H, carries 0.437; number 21, H, carries 0.338; number 22, H, carries 0.575; number 23, H, carries 0.147; number 24, H, carries -0.083; number 25, H, carries 0.355; number 26, H, carries 0.524; number 27, H, carries 0.423; number 28, H, carries 0.293; number 29, H, carries 0.380; number 30, H, carries 0.334; number 31, C, carries -1.618; number 32, C, carries 1.801; number 33, C, carries -1.224; number 34, O, carries -0.364; number 35, H, carries 0.397; number 36, H, carries 0.409; number 37, H, carries 0.340; number 38, H, carries -0.773; number 39, H, carries 0.302; number 40, H, carries -0.069; number 41, H, carries 0.561; number 42, H, carries 0.212; number 43, C, carries -1.226; number 44, C, carries 0.553; number 45, C, carries -0.909; number 46, O, carries -0.542; number 47, H, carries 0.180; number 48, H, carries 0.291; number 49, H, carries 0.405; number 50, H, carries 0.422; number 51, H, carries 0.071; number 52, H, carries 0.467; number 53, H, carries 0.098; number 54, H, carries 0.080; number 55, C, carries -1.267; number 56, C, carries 0.533; number 57, C, carries -0.850; number 58, O, carries -0.609; number 59, H, carries 0.419; number 60, H, carries 0.152; number 61, H, carries 0.331; number 62, H, carries 0.346; number 63, H, carries 0.485; number 64, H, carries 0.292; number 65, H, carries -0.156; number 66, H, carries 0.418; number 67, C, carries -1.364; number 68, C, carries 2.283; number 69, C, carries -0.544; number 70, O, carries 0.026; number 71, H, carries 0.475; number 72, H, carries 0.314; number 73, H, carries -0.297; number 74, H, carries -1.008; number 75, H, carries -0.151; number 76, H, carries 0.174; number 77, H, carries -0.108; number 78, H, carries -0.740; number 79, C, carries -1.654; number 80, C, carries 1.013; number 81, C, carries -1.244; number 82, O, carries -0.145; number 83, H, carries 0.426; number 84, H, carries 0.289; number 85, H, carries 0.381; number 86, H, carries 0.175; number 87, H, carries 0.147; number 88, H, carries 0.288; number 89, H, carries 0.474; number 90, H, carries 0.087; number 91, C, carries -1.183; number 92, C, carries 0.439; number 93, C, carries -1.027; number 94, O, carries -0.581; number 95, H, carries 0.251; number 96, H, carries 0.463; number 97, H, carries 0.314; number 98, H, carries 0.179; number 99, H, carries 0.309